ORCA calculation (wB97M-V/def2-TZVPD) on a molecular structure, C5H9CrF10N5O20S6.

Positions of all 56 atoms, in Å:
Cr -0.279 0.175 -0.377
C -3.931 1.418 1.124
F -4.046 0.131 0.834
F -5.154 1.901 1.311
F -3.220 1.544 2.260
S -2.980 2.332 -0.220
O -2.852 3.711 0.247
O -1.673 1.627 -0.329
O -3.761 2.269 -1.435
C 3.796 0.321 1.328
F 4.958 -0.205 1.690
F 2.933 0.284 2.346
F 4.021 1.616 1.001
S 3.154 -0.608 -0.159
O 3.849 -0.161 -1.345
O 3.371 -1.993 0.156
O 1.747 -0.196 -0.168
N -0.742 0.023 -2.406
S -0.069 -0.155 -3.861
O -0.545 0.753 -4.892
O 0.498 -1.452 -4.139
F 1.267 0.593 -3.457
S -2.178 -0.628 -3.127
O -2.343 -1.953 -3.678
O -3.043 0.492 -3.519
F -2.850 -0.812 -1.675
N 1.303 -4.465 -0.286
S 0.282 -3.581 -1.409
O -0.201 -2.289 -0.924
O -0.320 -4.231 -2.536
F 1.624 -3.104 -2.159
S -0.013 -5.192 0.198
O -0.266 -6.353 -0.624
O -1.067 -4.479 0.895
F 0.706 -5.839 1.497
C 2.963 3.652 -1.533
N 1.513 3.549 -1.243
O 0.887 4.570 -1.059
O 1.065 2.425 -1.187
H 3.193 3.392 -2.561
H 3.502 3.091 -0.774
H 3.235 4.692 -1.358
C 1.101 2.764 2.957
N 0.128 1.674 2.677
O -0.656 1.315 3.531
O 0.132 1.249 1.542
H 0.500 3.627 3.226
H 1.724 2.929 2.086
H 1.704 2.378 3.777
C -2.405 -1.967 2.878
N -1.201 -1.700 2.080
O -1.294 -1.048 1.052
O -0.131 -2.031 2.536
H -2.393 -1.169 3.619
H -2.253 -2.938 3.342
H -3.289 -1.951 2.251

Cartesian forces (eV/Å) of the 3 atoms listed first:
Cr 0.43 0.08 -0.07
C 1.08 0.40 -0.71
F -0.03 -0.36 0.05

Summary:
Orbital gap (spin up / spin down): 4.866 / 6.514 eV
2S+1: 9
HOMO level (spin up / spin down): -1.168 / -5.071 eV
Charge: -2

ORCA calculation (wB97M-V/def2-TZVPD) on a single C5H9F4NO3S2 molecule.

Positions of all 24 atoms, in Å:
O -1.891 1.357 -2.011
S -0.408 1.496 -2.117
O -0.009 2.889 -1.763
F -0.040 1.211 -3.735
N 0.427 0.286 -1.253
C -0.485 -0.688 -0.580
C -1.175 -0.157 0.756
C -2.592 -0.822 1.099
S -2.871 -2.515 0.395
C 1.475 0.834 -0.359
O 2.431 -0.225 -0.083
C 2.982 -0.108 1.198
F 4.195 -0.829 1.175
F 3.325 1.192 1.568
F 2.124 -0.743 2.097
H -1.234 -1.032 -1.376
H 0.159 -1.592 -0.295
H -0.491 -0.331 1.662
H -1.332 0.980 0.718
H -3.441 -0.086 0.869
H -2.620 -0.941 2.241
H -1.669 -3.175 0.214
H 2.045 1.619 -0.975
H 1.094 1.380 0.558

Cartesian forces (eV/Å) of the 3 atoms listed first:
O 4.10 -1.06 -0.66
S -3.74 3.37 0.26
O 0.66 -3.94 -1.23

Summary:
Orbital gap: 9.501 eV
HOMO level: -9.415 eV
SMILES: O=S(=O)(F)N(CCCS)COC(F)(F)F
Charge: 0

ORCA calculation (wB97M-V/def2-TZVPD) on a molecular structure, C5H9FN.

Positions of all 16 atoms, in Å:
C -1.443 0.736 0.613
C -0.959 1.349 -0.670
C 1.245 -1.495 0.112
C 1.230 0.429 0.576
C -0.166 0.266 -0.008
N -0.054 -1.129 -0.537
F 2.093 1.066 -0.202
H -1.404 1.308 1.527
H -2.286 0.063 0.557
H -1.485 1.143 -1.588
H -0.537 2.342 -0.629
H 2.059 -1.722 -0.555
H 1.157 -2.117 0.988
H 1.383 0.659 1.624
H 0.005 -1.172 -1.562
H -0.838 -1.726 -0.245

Cartesian forces (eV/Å) of the 3 atoms listed first:
C -0.06 -0.04 -0.15
C -0.02 -0.09 0.13
C 0.63 4.06 1.54

Summary:
Orbital gap: 11.183 eV
HOMO level: -14.659 eV
Charge: +1

ORCA calculation (wB97M-V/def2-TZVPD) on a gas-phase ion, C5H9FN (charge +1).

Positions of all 16 atoms, in Å:
C 2.067 -0.357 -0.044
C -0.848 1.140 -0.371
C 0.183 0.898 0.812
C -0.070 -1.409 0.024
C -1.641 -0.170 -0.504
N 0.821 -0.345 0.257
F -2.545 -0.481 0.340
H 2.352 -1.200 -0.512
H 2.848 0.292 0.147
H -1.342 2.071 0.006
H -0.432 1.481 -1.367
H 0.832 1.662 0.860
H -0.161 0.555 1.841
H -0.476 -1.922 0.822
H 0.215 -1.870 -0.835
H -1.803 -0.344 -1.476

Cartesian forces (eV/Å) of the 3 atoms listed first:
C -2.65 -0.50 0.61
C -0.52 1.11 2.22
C -2.42 -3.87 -1.24

Summary:
Orbital gap: 9.301 eV
HOMO level: -14.271 eV
Charge: +1

ORCA calculation (wB97M-V/def2-TZVPD) on a molecular structure, C5H9FN2.

Positions of all 17 atoms, in Å:
C 1.994 1.064 0.504
C 0.135 1.033 -0.072
C -0.405 -1.138 0.965
C -1.256 -0.753 -1.387
C -0.834 -0.114 -0.042
N 2.591 0.019 0.784
N -0.234 2.214 -0.358
F -2.027 0.443 0.409
H 2.307 2.054 0.346
H -0.885 -2.120 0.705
H -0.443 -0.879 1.939
H 0.641 -1.301 0.811
H -2.035 -1.440 -1.121
H -1.482 0.079 -2.173
H -0.402 -1.469 -1.674
H 3.582 0.128 0.915
H -1.249 2.180 -0.551

Cartesian forces (eV/Å) of the 3 atoms listed first:
C -4.58 -1.81 -1.78
C 3.21 2.18 0.66
C 0.31 -2.49 -3.80

Summary:
Orbital gap: 10.324 eV
HOMO level: -9.353 eV
Charge: 0

ORCA calculation (wB97M-V/def2-TZVPD) on 2 unconnected molecules or ions with the total composition C5H9FN3O2.

Positions of all 20 atoms, in Å:
C 0.939 1.270 -0.054
C 2.615 -0.173 -0.445
C 1.755 -0.773 0.745
C -4.036 -0.567 -0.771
C -3.225 0.560 -0.406
N 1.922 1.082 -0.856
N 0.725 0.307 0.858
N -2.751 1.517 0.042
O -2.040 2.329 0.546
O 0.329 2.441 -0.134
F -3.815 -1.612 0.117
H 3.505 0.070 -0.084
H 2.750 -0.847 -1.252
H 1.323 -1.705 0.560
H 2.354 -0.861 1.552
H -5.213 -0.406 -0.709
H -4.073 -1.008 -1.826
H -0.567 2.551 0.339
H 2.240 1.744 -1.553
H 0.419 0.394 1.851

Cartesian forces (eV/Å) of the 3 atoms listed first:
C -1.98 3.15 1.80
C -3.24 -0.81 -0.61
C -0.97 2.85 -4.00

Summary:
Orbital gap: 11.023 eV
HOMO level: -13.908 eV
Charge: +1

ORCA calculation (wB97M-V/def2-TZVPD) on 2 unconnected molecules or ions with the total composition C5H9FO2.

Positions of all 17 atoms, in Å:
C -0.372 3.001 1.491
C -0.253 1.667 1.635
C 0.838 0.934 2.235
F -1.308 0.869 1.326
H -1.061 3.436 0.844
H 0.589 3.472 1.727
H 1.395 1.538 2.949
H 0.520 -0.015 2.742
H 1.473 0.456 1.545
C -0.198 -3.170 -0.217
C -0.486 -1.932 -1.021
O 0.192 -0.970 -1.233
O -1.724 -1.933 -1.558
H -0.049 -2.905 0.845
H -0.885 -3.961 -0.297
H 0.873 -3.261 -0.530
H -1.887 -1.113 -2.075

Cartesian forces (eV/Å) of the 3 atoms listed first:
C 2.72 -2.44 0.42
C -1.94 1.73 -0.05
C 0.18 -1.73 2.00

Summary:
Orbital gap: 10.148 eV
HOMO level: -9.364 eV
SMILES: C=C(C)F.CC(=O)O
Charge: 0

ORCA calculation (wB97M-V/def2-TZVPD) on a molecular structure, C5H9GaMgO4.

Positions of all 20 atoms, in Å:
O -0.931 -0.207 2.047
C 0.331 -0.310 2.517
C 1.451 -0.171 1.783
O 1.540 -0.315 0.432
C 0.871 0.561 -0.515
C 0.798 -0.199 -1.812
O -0.350 -1.083 -1.733
C -0.673 -1.813 -2.897
Mg -1.184 -0.408 0.012
H 0.432 -0.182 3.599
H 2.358 0.214 2.255
H 1.439 1.491 -0.633
H 1.674 -0.843 -1.996
H 0.626 0.491 -2.654
H -1.615 -2.340 -2.713
H -0.804 -1.138 -3.756
H 0.128 -2.541 -3.094
Ga -2.346 0.717 1.968
O -1.897 1.401 0.406
H -1.089 2.160 0.004

Cartesian forces (eV/Å) of the 3 atoms listed first:
O 1.86 -3.63 -1.18
C 2.50 1.49 1.19
C -0.50 0.77 1.28

Summary:
Orbital gap (spin up / spin down): 7.006 / 6.172 eV
HOMO level (spin up / spin down): -17.145 / -17.166 eV
Charge: +2

ORCA calculation (wB97M-V/def2-TZVPD) on a molecular structure, C5H9GaO3.

Positions of all 18 atoms, in Å:
O -0.941 -0.767 0.034
C 0.068 -0.928 -0.879
O -0.420 -1.145 -2.013
Ga -2.020 -0.412 -1.427
O 1.140 -0.205 -0.581
C 2.115 0.432 -1.538
C -0.664 -0.664 1.456
H 0.173 -1.325 1.704
H -0.337 0.361 1.669
C -1.917 -1.041 2.200
H -2.719 -0.315 2.016
H -2.267 -2.039 1.905
H -1.693 -1.043 3.275
C 1.671 1.871 -1.687
H 3.018 0.411 -0.905
H 0.870 2.006 -2.429
H 2.535 2.438 -2.068
H 1.389 2.364 -0.733

Cartesian forces (eV/Å) of the 3 atoms listed first:
O 1.31 -1.55 0.51
C 3.47 5.00 0.03
O 0.97 -0.99 -0.70

Summary:
Orbital gap (spin up / spin down): 10.401 / 4.753 eV
HOMO level (spin up / spin down): -20.519 / -18.232 eV
Charge: +2

ORCA calculation (wB97M-V/def2-TZVPD) on a gas-phase ion, C5H9IN (charge +1).

Positions of all 16 atoms, in Å:
C -0.031 -1.705 0.546
N -0.202 -0.712 -0.511
C 0.964 0.142 -0.768
C 0.824 1.379 0.136
C -0.648 1.535 0.346
C -1.373 0.493 0.020
I -3.333 -0.113 0.003
H -0.999 -2.104 0.851
H 0.589 -2.529 0.191
H 0.448 -1.246 1.409
H -0.578 -1.150 -1.353
H 0.948 0.456 -1.813
H 1.887 -0.406 -0.574
H 1.251 2.266 -0.329
H 1.317 1.246 1.101
H -1.063 2.446 0.745

Cartesian forces (eV/Å) of the 3 atoms listed first:
C 0.13 -0.68 0.56
N -2.39 1.99 0.67
C 0.66 0.57 -0.16

Summary:
Orbital gap: 10.193 eV
HOMO level: -13.554 eV
SMILES: C[N@@H+]1CCC=C1I
Charge: +1

ORCA calculation (wB97M-V/def2-TZVPD) on a gas-phase ion, C5H9IN (charge +1).

Positions of all 16 atoms, in Å:
C -0.883 -1.914 0.095
C -0.089 -0.540 -0.456
C 0.638 0.812 0.059
C 0.036 2.162 -0.039
N 1.802 0.608 0.552
C 2.952 0.272 0.959
I 4.530 -0.206 -0.295
H -1.942 -1.795 -0.052
H -0.746 -2.008 1.215
H -0.445 -2.892 -0.522
H -0.982 -0.313 -1.096
H 0.760 -1.097 -1.079
H 0.407 2.954 0.613
H -0.998 2.175 -0.102
H 0.371 2.451 -1.170
H 2.984 -0.015 1.957

Cartesian forces (eV/Å) of the 3 atoms listed first:
C 2.61 -0.71 1.34
C 0.37 -1.61 -2.60
C -0.53 -2.88 1.44

Summary:
Orbital gap: 9.427 eV
HOMO level: -14.225 eV
SMILES: CCC(C)=[N+]=CI
Charge: +1

ORCA calculation (wB97M-V/def2-TZVPD) on a single C5H9IN3P molecule.

Positions of all 19 atoms, in Å:
C -1.482 -1.159 -1.328
P -1.130 0.747 -1.294
C 0.561 0.796 -0.558
C 1.634 -0.336 -0.864
I 1.465 2.790 -0.929
N 0.143 0.669 0.831
C 0.866 0.473 1.984
N 0.060 0.290 3.021
C -1.179 0.244 2.372
N -1.108 0.503 1.112
H -1.079 -1.696 -2.249
H -2.553 -1.390 -1.294
H -1.007 -1.493 -0.414
H -0.660 0.775 -2.770
H 2.191 -0.477 -0.016
H 1.096 -1.197 -1.000
H 2.191 -0.123 -1.781
H 1.985 0.703 2.184
H -1.992 -0.120 2.994

Cartesian forces (eV/Å) of the 3 atoms listed first:
C 0.61 0.46 -1.03
P -0.74 -0.64 -4.16
C 0.90 -0.70 0.25

Summary:
Orbital gap: 8.819 eV
HOMO level: -8.912 eV
SMILES: CP[C@@](C)(I)n1cncn1
Charge: 0

ORCA calculation (wB97M-V/def2-TZVPD) on a single C5H9IO6S molecule.

Positions of all 22 atoms, in Å:
O -0.006 -2.636 -2.293
C -0.750 -3.049 -1.267
O -2.020 -3.764 -1.628
I -2.535 -3.284 -3.560
O -0.443 -2.947 0.160
C 0.181 -1.674 0.533
C -0.843 -0.598 1.271
C -0.168 0.929 1.288
C -0.137 1.632 -0.207
S 1.405 2.655 -0.544
O 2.307 1.858 -1.563
O 0.945 3.998 -1.202
O 2.372 2.961 0.827
H 0.998 -1.936 1.364
H 0.760 -1.122 -0.318
H -0.926 -0.926 2.409
H -1.913 -0.622 0.796
H 0.970 0.806 1.616
H -0.747 1.673 1.998
H -1.060 2.377 -0.300
H -0.250 0.832 -1.066
H 1.862 2.837 1.685

Cartesian forces (eV/Å) of the 3 atoms listed first:
O -4.01 -1.96 7.09
C 1.95 0.82 -4.70
O 3.38 2.45 1.22

Summary:
Orbital gap: 8.491 eV
HOMO level: -10.118 eV
SMILES: O=C(OI)OCCCCS(=O)(=O)O
Charge: 0

ORCA calculation (wB97M-V/def2-TZVPD) on a single C5H9IS molecule.

Positions of all 16 atoms, in Å:
C -0.010 1.491 -0.052
C -1.001 0.274 -0.141
C 1.371 1.195 -0.805
C -0.520 -0.644 1.036
C -0.653 -2.157 0.923
S -0.708 -2.873 -0.612
I 2.873 -0.097 -0.002
H -0.501 2.349 -0.619
H 0.291 1.900 1.023
H -2.022 0.681 0.074
H -0.867 -0.220 -1.200
H 1.808 2.170 -0.708
H 1.186 0.886 -1.816
H 0.575 -0.390 1.180
H -1.072 -0.366 1.974
H -0.748 -4.201 -0.254

Cartesian forces (eV/Å) of the 3 atoms listed first:
C 0.56 0.30 -0.36
C 1.28 0.63 0.45
C -1.70 1.19 1.38

Summary:
Orbital gap: 8.229 eV
HOMO level: -7.984 eV
Charge: 0

ORCA calculation (wB97M-V/def2-TZVPD) on a single C5H9IS molecule.

Positions of all 16 atoms, in Å:
C 2.236 0.277 -0.111
C 1.472 -0.771 0.771
C 1.943 0.311 -1.536
C -1.040 -0.260 -0.040
C -2.189 0.702 -0.221
S -0.070 0.001 1.297
I 1.276 -1.390 -2.694
H 1.967 1.190 0.395
H 3.248 0.099 0.172
H 1.100 -1.677 0.255
H 1.948 -0.947 1.735
H 1.322 1.176 -1.818
H -0.978 -1.151 -0.634
H -2.244 1.217 0.731
H -3.189 0.359 -0.560
H -1.748 1.369 -1.040

Cartesian forces (eV/Å) of the 3 atoms listed first:
C -0.32 -1.64 1.54
C -1.29 0.36 -0.20
C -1.78 0.22 -0.94

Summary:
Orbital gap (spin up / spin down): 8.679 / 6.221 eV
HOMO level (spin up / spin down): -8.293 / -6.691 eV
Charge: 0

ORCA calculation (wB97M-V/def2-TZVPD) on a molecular structure, C5H9MgMnO4.

Positions of all 20 atoms, in Å:
O 2.238 -0.634 0.571
C 1.952 -1.945 0.433
C 0.811 -2.480 -0.038
O -0.383 -1.873 -0.256
C -0.496 -0.636 -1.020
C -1.665 0.132 -0.470
O -1.144 1.017 0.563
C -2.063 1.912 1.149
Mg 0.834 0.761 0.081
H 2.788 -2.633 0.592
H 0.799 -3.552 -0.254
H -0.675 -0.896 -2.072
H -2.440 -0.495 0.004
H -2.122 0.764 -1.249
H -1.515 2.537 1.864
H -2.528 2.552 0.383
H -2.848 1.348 1.674
Mn 3.565 0.625 0.416
O 2.439 1.602 -0.693
H 2.453 1.894 -1.678

Cartesian forces (eV/Å) of the 3 atoms listed first:
O -0.58 0.71 1.16
C -0.07 -2.13 -0.75
C -0.11 0.61 0.02

Summary:
Orbital gap (spin up / spin down): 5.313 / 5.014 eV
2S+1: 6
HOMO level (spin up / spin down): -10.840 / -10.856 eV
Charge: +1

ORCA calculation (wB97M-V/def2-TZVPD) on a molecular structure, C5H9MgO4Tl.

Positions of all 20 atoms, in Å:
O 0.023 1.090 1.303
C 0.705 0.072 1.953
C 0.923 -1.073 0.977
O 1.458 -0.479 -0.204
C 2.876 -0.494 -0.296
Mg 0.305 0.580 -1.596
H 0.336 -0.358 2.902
H 1.695 0.483 2.233
H 0.019 -1.637 0.704
H 1.589 -1.834 1.412
H 3.194 -0.372 -1.339
H 3.286 0.335 0.294
H 3.250 -1.452 0.095
O -3.657 1.309 0.159
C -3.997 1.003 -1.032
C -2.819 0.535 -1.885
O -1.601 0.408 -1.209
Tl -1.696 1.128 0.580
H -2.782 1.213 -2.761
H -3.106 -0.457 -2.289

Cartesian forces (eV/Å) of the 3 atoms listed first:
O 3.35 0.84 1.83
C 1.30 -1.29 0.55
C 0.12 -0.13 0.70

Summary:
Orbital gap (spin up / spin down): 5.546 / 7.203 eV
2S+1: 2
HOMO level (spin up / spin down): -10.090 / -11.987 eV
Charge: +1

ORCA calculation (wB97M-V/def2-TZVPD) on 2 unconnected molecules or ions with the total composition C5H9N.

Positions of all 15 atoms, in Å:
C 1.909 0.987 -0.696
C 0.465 0.424 -0.700
C 0.179 0.361 0.752
C -2.317 -0.647 0.316
C 0.644 -0.791 1.422
N 1.044 -1.657 2.096
H 1.956 1.930 -0.144
H 2.605 0.277 -0.240
H 2.219 1.166 -1.729
H -0.195 1.143 -1.196
H 0.449 -0.528 -1.246
H -1.616 0.072 0.779
H -2.855 -0.111 -0.468
H -1.794 -1.508 -0.107
H -2.996 -0.975 1.103

Cartesian forces (eV/Å) of the 3 atoms listed first:
C 0.20 0.06 0.04
C -0.13 -0.04 0.00
C 0.22 -0.07 -0.10

Summary:
Orbital gap: 7.791 eV
HOMO level: -9.187 eV
Charge: 0

ORCA calculation (wB97M-V/def2-TZVPD) on 2 unconnected molecules or ions with the total composition C5H9N.

Positions of all 15 atoms, in Å:
C 1.586 -0.363 -0.826
N 1.502 -1.102 0.182
C 2.888 -0.684 -0.283
H 0.928 0.139 -1.526
H 3.428 0.022 0.350
H 3.496 -1.463 -0.737
C -2.202 -0.253 -0.727
C -1.467 -0.161 0.380
C -1.082 1.128 1.044
H -2.468 -1.213 -1.162
H -2.578 0.636 -1.230
H -1.094 -1.069 0.850
H -1.435 1.992 0.470
H -1.509 1.188 2.052
H 0.006 1.202 1.162

Cartesian forces (eV/Å) of the 3 atoms listed first:
C -0.17 -0.21 0.42
N -0.06 0.32 -0.43
C 0.43 -0.04 0.00

Summary:
Orbital gap: 10.674 eV
HOMO level: -9.580 eV
SMILES: C1=NC1.C=CC
Charge: 0

ORCA calculation (wB97M-V/def2-TZVPD) on a single C5H9N molecule.

Positions of all 15 atoms, in Å:
H 1.246 -1.741 1.024
N 2.103 -1.197 0.917
C 1.629 -0.372 0.091
C 1.681 0.771 -0.799
C 0.378 -0.049 -0.598
C -0.782 0.590 0.147
C -1.937 -0.361 0.471
H 1.686 1.765 -0.358
H 2.193 0.658 -1.749
H 0.100 -0.707 -1.424
H -0.410 1.033 1.081
H -1.156 1.419 -0.466
H -1.626 -1.178 1.131
H -2.751 0.176 0.972
H -2.354 -0.808 -0.439

Cartesian forces (eV/Å) of the 3 atoms listed first:
H 0.45 -0.89 0.90
N -0.36 0.32 -0.40
C -0.43 -0.08 -0.09

Summary:
Orbital gap: 10.418 eV
HOMO level: -9.377 eV
SMILES: [H]/N=C1/C[C@@H]1CC
Charge: 0

Largest force on an atom in eV/A, matching the order above: 4.185 5.040 4.394 6.270 5.237 5.006 3.737 6.294 6.086 3.180 4.300 4.275 8.376 2.559 2.274 3.665 5.888 0.958 0.540 1.343
DFT total energy in eV, matching the order above: -174324.240 -45501.510 -9528.961 -9528.084 -11025.798 -16603.675 -12142.491 -71320.674 -63825.382 -14913.885 -14911.599 -27188.610 -36545.323 -24263.152 -24262.825 -50278.212 -23646.472 -6816.972 -6817.981 -6819.059